No. 1
# C10H14OS

An isolated molecule of C10H14OS at a distorted geometry (the ωB97M-V functional and the def2-TZVPD basis, the OMol25 dataset).

ORCA input file:
```
! wB97M-V def2-TZVPD RIJCOSX def2/J DEFGRID3
* xyz 0 1
C 1.468 1.182 -2.034
C 1.155 -0.136 -1.764
C 1.327 2.219 -1.192
C 0.566 -0.482 -0.662
C 0.792 1.952 0.181
C 0.026 -1.868 -0.370
C -1.496 -1.924 -0.304
C -2.073 -1.133 0.781
C 0.171 0.558 0.507
C 0.686 0.220 1.902
O -1.971 1.526 1.434
S -1.639 0.679 0.313
H 1.985 1.389 -2.938
H 1.340 -0.804 -2.675
H 1.411 3.180 -1.725
H 1.656 2.290 0.966
H -0.019 2.668 0.456
H 0.366 -2.641 -1.111
H 0.457 -2.449 0.461
H -1.938 -1.543 -1.261
H -1.860 -2.960 -0.252
H -3.083 -1.168 0.866
H -1.433 -1.152 1.729
H 0.024 -0.588 2.264
H 0.409 1.119 2.517
H 1.675 -0.132 1.912
*
```

Results
E ... -862.7484 hartree
Molar mass ... 182.29 g mol⁻¹
HOMO energy ... -0.304 Eh
Energy relative to the best compared isomer or geometry (same formula, charge and spin) ... 336.6 kJ/mol
HOMO-LUMO gap ... 8.9277 eV

No. 2
# C31H21AuN7O2S3Se

A structure of composition C31H21AuN7O2S3Se at a distorted geometry (the ωB97M-V functional and the def2-TZVPD basis, the OMol25 dataset).

ORCA input file:
```
! wB97M-V def2-TZVPD RIJCOSX def2/J DEFGRID3
* xyz 1 1
Au 0.088 -0.037 -0.028
N 6.141 3.498 2.675
C 4.808 3.337 2.546
C 4.232 3.275 1.263
C 2.870 3.137 1.131
C 2.074 3.072 2.264
C 2.616 3.113 3.539
C 3.978 3.251 3.681
S 0.336 2.822 2.023
O -0.434 3.087 3.195
O -0.051 3.485 0.807
N 0.299 1.185 1.665
C 0.224 0.282 2.632
N -0.009 -0.968 2.174
C -0.160 -1.947 3.039
C -0.093 -1.729 4.406
C 0.201 -0.424 4.791
N 0.377 0.546 3.926
H 6.719 3.517 1.852
H 6.577 3.540 3.578
H 4.860 3.336 0.389
H 2.402 3.081 0.162
H 1.959 3.044 4.391
H 4.429 3.306 4.659
H -0.335 -2.928 2.618
H -0.233 -2.526 5.113
H 0.304 -0.149 5.833
S 1.263 -5.471 -1.000
C 1.500 -7.030 -1.651
C 0.891 -7.188 -2.859
C 0.218 -6.032 -3.282
C 0.324 -4.989 -2.390
C -0.187 -3.649 -2.507
C 0.093 -2.705 -1.500
N -0.308 -1.459 -1.547
C -1.020 -1.015 -2.597
C -1.377 -1.883 -3.654
C -2.164 -1.367 -4.728
C -2.564 -0.074 -4.749
C -2.227 0.822 -3.691
C -2.657 2.150 -3.638
C -2.322 2.952 -2.550
C -1.509 2.373 -1.542
N -1.109 1.132 -1.587
C -1.445 0.338 -2.618
C -2.763 4.312 -2.417
C -2.454 5.207 -1.416
C -3.056 6.459 -1.600
C -3.821 6.517 -2.728
S -3.822 5.047 -3.594
C -0.949 -3.210 -3.588
H 2.083 -7.744 -1.106
H 0.932 -8.100 -3.422
H -0.317 -5.974 -4.211
H 0.662 -3.003 -0.630
H -2.443 -2.044 -5.518
H -3.162 0.310 -5.560
H -3.264 2.539 -4.443
H -1.183 2.942 -0.683
H -1.810 4.978 -0.586
H -2.934 7.288 -0.929
H -4.385 7.349 -3.099
H -1.227 -3.886 -4.380
Se 2.682 -1.037 0.068
C 3.613 0.373 -0.502
N 4.264 1.261 -0.839
*
```

Results
E ... -5459.1365 hartree
Molar mass ... 895.68 g mol⁻¹
HOMO energy (spin up / spin down) ... -0.365 / -0.365 Eh
Energy relative to the best compared isomer or geometry (same formula, charge and spin) ... 197.3 kJ/mol
HOMO-LUMO gap (spin up / spin down) ... 4.1335 / 4.1418 eV

No. 3
# C3H3O2P

A structure of composition C3H3O2P at a distorted geometry (the ωB97M-V functional and the def2-TZVPD basis, the OMol25 dataset).

ORCA input file:
```
! wB97M-V def2-TZVPD RIJCOSX def2/J DEFGRID3
* xyz 0 1
C 1.714 -1.233 0.109
C 2.191 -2.203 -0.348
C -1.562 0.348 0.018
O 2.506 1.186 -0.375
O -0.615 1.242 -0.201
P 1.510 0.621 0.468
H -2.210 0.563 0.946
H -1.298 -0.634 0.234
H -2.236 0.110 -0.852
*
```

Results
E ... -607.6017 hartree
Molar mass ... 102.03 g mol⁻¹
HOMO energy (spin up / spin down) ... -0.393 / -0.346 Eh
Energy relative to the best compared isomer or geometry (same formula, charge and spin) ... 863.6 kJ/mol
HOMO-LUMO gap (spin up / spin down) ... 6.1593 / 4.7270 eV